1.
{"formula": "C23H33N3O6Pt", "method": "ωB97M-V/def2-TZVPD", "spin_multiplicity": 5, "homo_lumo_gap_ev": [7.87, 5.39], "e_lumo_ev": [-11.89, -15.02], "s2": 6.0500, "max_force_ev_per_a": 1.66, "energy_ha": -1629.57654, "charge": 4, "elements": ["Pt", "C", "C", "O", "C", "C", "O", "C", "C", "O", "C", "C", "O", "C", "C", "O", "H", "H", "H", "H", "H", "H", "H", "H", "H", "H", "H", "H", "H", "H", "H", "H", "H", "H", "H", "H", "C", "C", "C", "C", "C", "N", "C", "O", "N", "C", "C", "C", "C", "N", "C", "C", "C", "H", "H", "H", "H", "H", "H", "H", "H", "H", "H", "H", "H", "H"], "positions_angstrom": [[-1.81, -1.50, 0.46], [-4.93, -1.95, 1.16], [-4.88, -0.47, 0.88], [-3.50, -0.03, 1.13], [-3.21, 1.25, 0.51], [-3.09, 1.13, -1.00], [-2.43, -0.15, -1.24], [-1.46, -0.20, -2.32], [-1.25, -1.66, -2.65], [-0.85, -2.36, -1.43], [-1.04, -3.80, -1.56], [-0.73, -4.42, -0.21], [-1.49, -3.77, 0.86], [-2.74, -4.45, 1.28], [-3.91, -4.01, 0.41], [-3.93, -2.57, 0.30], [-5.92, -2.37, 0.95], [-4.67, -2.15, 2.22], [-5.58, 0.08, 1.51], [-5.14, -0.30, -0.17], [-2.24, 1.54, 0.93], [-3.99, 1.96, 0.79], [-2.48, 1.95, -1.40], [-4.06, 1.11, -1.51], [-0.51, 0.25, -2.00], [-1.83, 0.31, -3.21], [-0.46, -1.78, -3.39], [-2.18, -2.09, -3.05], [-0.38, -4.18, -2.34], [-2.07, -4.00, -1.87], [0.32, -4.29, 0.02], [-0.97, -5.48, -0.25], [-2.90, -4.17, 2.33], [-2.62, -5.53, 1.22], [-4.83, -4.37, 0.87], [-3.83, -4.43, -0.60], [5.56, 5.72, -3.37], [5.05, 4.91, -2.26], [5.82, 3.79, -1.81], [5.33, 2.94, -0.87], [4.02, 3.23, -0.33], [3.39, 2.40, 0.59], [3.97, 1.23, 1.09], [5.02, 0.74, 0.86], [3.22, 0.56, 2.24], [1.97, 0.06, 2.49], [1.74, -0.35, 3.84], [0.53, -0.91, 4.13], [-0.37, -1.09, 3.07], [-0.16, -0.76, 1.77], [0.99, -0.13, 1.46], [3.30, 4.41, -0.67], [3.81, 5.24, -1.62], [6.01, 6.63, -2.94], [4.76, 6.13, -4.01], [6.34, 5.27, -3.97], [6.78, 3.60, -2.26], [5.87, 2.05, -0.57], [2.60, 2.76, 1.12], [3.81, 0.59, 3.07], [2.50, -0.17, 4.60], [0.27, -1.21, 5.14], [-1.33, -1.56, 3.28], [1.18, 0.09, 0.43], [2.34, 4.60, -0.20], [3.27, 6.14, -1.91]]}



2.
{"formula": "C23H33N7O2S2", "method": "ωB97M-V/def2-TZVPD", "homo_lumo_gap_ev": 9.21, "e_lumo_ev": 0.54, "max_force_ev_per_a": 1.71, "energy_ha": -2226.45839, "elements": ["C", "C", "C", "H", "C", "N", "C", "N", "N", "C", "C", "N", "C", "O", "C", "C", "C", "C", "C", "C", "H", "H", "C", "C", "C", "H", "H", "C", "H", "H", "H", "H", "H", "H", "H", "H", "H", "H", "H", "H", "H", "H", "S", "C", "C", "O", "N", "C", "N", "N", "C", "C", "H", "H", "H", "S", "H", "H", "H", "H", "H", "H", "H", "H", "H", "H", "H"], "positions_angstrom": [[-2.55, -4.88, 1.33], [-1.61, -4.16, 2.29], [-0.83, -3.06, 1.58], [-1.53, -2.36, 1.11], [0.08, -2.30, 2.54], [0.79, -1.25, 1.86], [2.01, -1.34, 1.26], [2.31, -0.20, 0.67], [1.29, 0.64, 0.88], [0.38, 0.03, 1.58], [-0.92, 0.64, 1.97], [-1.55, 1.24, 0.81], [-2.33, 0.48, -0.01], [-2.67, -0.64, 0.31], [-2.79, 1.11, -1.32], [-2.33, 2.55, -1.54], [-2.86, 3.05, -2.89], [-4.39, 2.99, -2.91], [-4.83, 1.54, -2.70], [-4.32, 1.05, -1.35], [-4.64, 0.02, -1.17], [-4.72, 1.67, -0.54], [-4.27, 0.66, -3.81], [-2.75, 0.73, -3.80], [-2.23, 0.23, -2.45], [-2.54, -0.80, -2.28], [-1.13, 0.26, -2.43], [-2.30, 2.17, -4.01], [-2.65, 2.54, -4.98], [-1.21, 2.23, -4.01], [-2.34, 0.10, -4.59], [-4.60, -0.37, -3.67], [-4.65, 1.00, -4.78], [-5.93, 1.49, -2.71], [-4.80, 3.62, -2.12], [-4.76, 3.36, -3.87], [-2.53, 4.09, -3.04], [-2.72, 3.20, -0.74], [-1.24, 2.62, -1.55], [-1.10, 2.06, 0.44], [-1.60, -0.12, 2.35], [-0.77, 1.42, 2.72], [2.98, -2.77, 1.29], [4.30, -2.27, 0.13], [5.38, -1.44, 0.81], [6.46, -1.89, 1.12], [5.01, -0.15, 1.03], [5.83, 0.74, 1.66], [5.50, 1.95, 1.93], [6.46, 2.64, 2.53], [7.54, 1.98, 2.73], [8.75, 2.53, 3.38], [9.00, 1.94, 4.27], [9.60, 2.48, 2.70], [8.57, 3.56, 3.66], [7.46, 0.31, 2.15], [4.05, 0.15, 0.80], [3.83, -1.73, -0.68], [4.74, -3.21, -0.22], [0.83, -2.98, 2.97], [-0.50, -1.87, 3.36], [-0.22, -3.51, 0.79], [-2.20, -3.71, 3.10], [-0.92, -4.87, 2.74], [-1.98, -5.36, 0.54], [-3.12, -5.64, 1.86], [-3.24, -4.17, 0.88]]}



3.
{"formula": "C23H33NO2P2SiSm", "method": "ωB97M-V/def2-TZVPD", "spin_multiplicity": 6, "homo_lumo_gap_ev": [7.15, 7.17], "e_lumo_ev": [-3.32, -3.30], "s2": 8.7663, "max_force_ev_per_a": 6.89, "energy_ha": -2731.44067, "charge": 1, "relative_energy_kcal_mol": 35.8, "elements": ["C", "C", "C", "C", "C", "C", "C", "C", "C", "C", "C", "C", "C", "H", "H", "H", "H", "H", "H", "H", "N", "Sm", "C", "H", "H", "C", "H", "H", "P", "P", "C", "H", "H", "H", "C", "H", "H", "H", "C", "H", "H", "H", "C", "H", "H", "H", "C", "O", "H", "C", "Si", "C", "C", "O", "H", "H", "H", "H", "H", "H", "H", "H", "H"], "positions_angstrom": [[0.81, -5.09, -0.37], [-0.03, -4.10, -0.81], [-1.25, -3.82, -0.12], [-1.56, -4.54, 1.09], [-0.67, -5.55, 1.51], [0.49, -5.84, 0.80], [-2.71, -4.15, 1.79], [-3.54, -3.11, 1.33], [-3.16, -2.46, 0.11], [-3.90, -1.34, -0.37], [-5.01, -0.90, 0.33], [-5.41, -1.56, 1.53], [-4.67, -2.63, 2.01], [1.73, -5.30, -0.91], [-0.92, -6.12, 2.41], [1.16, -6.62, 1.11], [-2.98, -4.68, 2.69], [-5.58, -0.06, -0.04], [-6.29, -1.20, 2.04], [-4.97, -3.14, 2.94], [-2.05, -2.83, -0.55], [0.23, 0.04, -0.06], [0.32, -3.30, -2.05], [-0.59, -2.91, -2.55], [1.07, -3.75, -2.72], [-3.45, -0.65, -1.65], [-2.98, -1.38, -2.32], [-4.24, -0.05, -2.12], [1.29, -1.83, -1.69], [-2.12, 0.60, -1.36], [-2.94, 1.99, -0.52], [-2.22, 2.82, -0.40], [-3.79, 2.27, -1.18], [-3.29, 1.65, 0.47], [-1.69, 1.18, -3.04], [-2.64, 1.57, -3.47], [-0.92, 1.98, -2.97], [-1.29, 0.33, -3.64], [2.77, -2.22, -0.74], [3.26, -2.91, -1.44], [3.37, -1.31, -0.54], [2.49, -2.70, 0.22], [1.71, -0.90, -3.18], [2.25, 0.04, -2.93], [2.35, -1.66, -3.67], [0.78, -0.67, -3.74], [-0.76, 1.07, 1.81], [-0.93, 1.68, 2.80], [-0.76, -1.34, 1.00], [3.91, 2.69, 0.06], [2.24, 3.02, 0.82], [2.34, 3.15, 2.67], [1.42, 4.52, 0.08], [1.33, 1.74, 0.42], [4.55, 3.55, 0.29], [3.83, 2.58, -1.02], [4.35, 1.78, 0.48], [2.98, 4.00, 2.91], [1.35, 3.30, 3.12], [2.77, 2.24, 3.10], [1.33, 4.42, -1.01], [0.43, 4.68, 0.50], [2.05, 5.39, 0.31]]}



4.
{"formula": "C23H34As2F6N3O2S2Si2Tc", "method": "ωB97M-V/def2-TZVPD", "spin_multiplicity": 3, "homo_lumo_gap_ev": [6.58, 5.82], "e_lumo_ev": [-1.13, -2.37], "s2": 2.1240, "max_force_ev_per_a": 1.53, "energy_ha": -7738.70695, "relative_energy_kcal_mol": 18.4, "elements": ["Tc", "O", "C", "C", "C", "C", "C", "C", "C", "O", "N", "N", "C", "C", "C", "C", "C", "C", "N", "H", "H", "H", "H", "H", "H", "H", "H", "H", "H", "C", "C", "S", "C", "C", "S", "H", "H", "H", "H", "H", "H", "C", "Si", "C", "C", "As", "Si", "C", "C", "C", "H", "H", "H", "H", "H", "H", "H", "H", "H", "H", "H", "H", "H", "H", "H", "H", "H", "H", "F", "As", "F", "F", "F", "F", "F"], "positions_angstrom": [[0.52, 0.26, -0.37], [-3.66, 3.27, 1.41], [-2.70, 4.19, 1.21], [-3.08, 5.53, 1.25], [-2.14, 6.52, 1.07], [-0.81, 6.21, 0.84], [-0.42, 4.89, 0.77], [-1.36, 3.86, 0.94], [-0.92, 2.48, 0.77], [0.29, 2.24, 0.43], [-1.79, 1.49, 0.97], [-1.19, 0.31, 0.72], [-1.76, -0.81, 1.04], [-1.00, -1.98, 0.73], [-1.48, -3.28, 0.84], [-0.70, -4.33, 0.44], [0.57, -4.07, -0.06], [1.01, -2.77, -0.13], [0.25, -1.73, 0.26], [-3.26, 2.37, 1.29], [-4.12, 5.76, 1.42], [-2.46, 7.56, 1.09], [-0.08, 6.99, 0.70], [0.60, 4.61, 0.56], [-2.74, -0.84, 1.50], [-2.49, -3.42, 1.20], [-1.07, -5.35, 0.48], [1.21, -4.87, -0.42], [1.98, -2.53, -0.53], [2.45, -0.11, -4.71], [1.68, 0.33, -3.51], [2.15, -0.32, -2.00], [0.63, 1.23, -3.57], [0.14, 1.79, -4.87], [-0.17, 1.70, -2.16], [3.25, -0.80, -4.42], [2.90, 0.75, -5.21], [1.80, -0.62, -5.41], [0.97, 2.05, -5.53], [-0.48, 2.67, -4.70], [-0.47, 1.03, -5.37], [1.53, -2.36, 3.27], [3.05, -1.41, 2.66], [3.83, -0.56, 4.16], [4.27, -2.59, 1.83], [2.38, 0.39, 1.21], [4.36, 1.38, 0.28], [3.70, 2.77, -0.80], [5.27, 2.05, 1.80], [5.48, 0.18, -0.66], [1.57, -2.51, 4.35], [1.45, -3.33, 2.79], [0.62, -1.80, 3.04], [4.11, -1.29, 4.92], [3.10, 0.13, 4.60], [4.72, 0.02, 3.90], [4.71, -3.28, 2.56], [5.09, -2.06, 1.34], [3.76, -3.20, 1.08], [3.65, 3.71, -0.24], [2.68, 2.54, -1.13], [4.31, 2.94, -1.69], [4.55, 2.49, 2.49], [6.00, 2.82, 1.53], [5.80, 1.25, 2.32], [4.91, -0.63, -1.11], [6.23, -0.26, 0.00], [6.00, 0.70, -1.46], [-0.88, -1.12, -2.03], [-1.50, -2.20, -3.33], [-2.77, -1.05, -3.57], [-2.10, -3.24, -4.55], [-0.51, -1.35, -4.48], [-0.14, -3.24, -2.99], [-2.42, -3.02, -2.10]]}



5.
{"formula": "C23H34BF13N3O8", "method": "ωB97M-V/def2-TZVPD", "homo_lumo_gap_ev": 7.63, "e_lumo_ev": -4.72, "max_force_ev_per_a": 9.13, "energy_ha": -2985.74539, "charge": 1, "elements": ["C", "N", "C", "B", "O", "C", "C", "C", "C", "C", "F", "F", "F", "C", "C", "C", "F", "N", "N", "C", "O", "H", "H", "H", "H", "H", "H", "H", "H", "H", "H", "H", "H", "H", "H", "H", "H", "H", "H", "H", "C", "C", "O", "C", "O", "C", "F", "F", "F", "H", "H", "H", "H", "H", "C", "C", "O", "C", "O", "C", "F", "F", "F", "H", "H", "H", "H", "H", "C", "C", "O", "C", "O", "C", "F", "F", "F", "H", "H", "H", "H", "H"], "positions_angstrom": [[-3.52, -3.05, -2.18], [-2.32, -3.23, -3.08], [-2.61, -4.34, -4.05], [-1.92, -1.96, -3.76], [-2.48, -1.69, -5.10], [-0.91, -0.83, -3.10], [-1.13, -0.70, -1.47], [-0.58, 0.81, -1.10], [1.06, 0.66, -1.09], [-1.10, 1.27, 0.35], [-0.96, 2.68, 0.58], [-2.43, 0.78, 0.67], [-0.23, 0.62, 1.33], [-1.10, 1.56, -2.43], [-2.19, 2.75, -2.34], [-3.63, 2.32, -1.77], [-3.99, 0.93, -2.02], [-1.20, 0.57, -3.59], [-0.76, 0.97, -4.86], [0.53, 0.75, -5.04], [1.66, 0.29, -5.36], [-4.31, -3.89, -2.27], [-3.13, -3.12, -1.08], [-3.98, -2.00, -2.32], [-3.73, -4.51, -4.27], [-2.08, -4.23, -5.07], [-2.18, -5.33, -3.59], [-1.67, -1.46, -5.63], [0.16, -1.24, -3.14], [-2.27, -0.76, -1.32], [-0.61, -1.50, -0.81], [1.35, -0.46, -0.95], [1.55, 1.35, -0.30], [1.53, 0.97, -2.10], [-0.14, 2.15, -2.75], [-1.81, 3.63, -1.68], [-2.34, 3.22, -3.40], [-4.41, 3.00, -2.29], [-3.77, 2.53, -0.63], [-2.24, 0.52, -3.74], [5.17, -0.20, -3.54], [4.72, -1.55, -3.01], [5.68, -2.09, -2.09], [5.67, -1.53, -0.86], [4.93, -0.63, -0.52], [6.70, -2.20, 0.05], [7.92, -2.31, -0.54], [6.33, -3.46, 0.39], [6.90, -1.53, 1.20], [6.17, -0.28, -3.99], [4.47, 0.17, -4.29], [5.24, 0.54, -2.74], [4.65, -2.26, -3.84], [3.73, -1.49, -2.55], [-1.75, 2.07, 4.85], [-2.86, 2.59, 5.73], [-3.83, 3.33, 4.97], [-4.68, 2.58, 4.23], [-4.67, 1.37, 4.18], [-5.68, 3.47, 3.49], [-5.08, 4.49, 2.83], [-6.57, 4.04, 4.33], [-6.40, 2.80, 2.57], [-1.29, 2.88, 4.28], [-0.98, 1.56, 5.44], [-2.13, 1.35, 4.11], [-2.44, 3.29, 6.47], [-3.35, 1.79, 6.30], [3.69, -1.24, 2.55], [2.28, -1.42, 3.09], [2.24, -1.21, 4.51], [2.30, 0.08, 4.92], [2.38, 1.02, 4.17], [2.22, 0.17, 6.44], [3.07, -0.67, 7.06], [0.98, -0.13, 6.90], [2.50, 1.41, 6.90], [4.39, -1.90, 3.08], [3.73, -1.47, 1.49], [4.04, -0.22, 2.70], [1.96, -2.45, 2.92], [1.57, -0.77, 2.59]]}



6.
{"formula": "C23H34F12NO9", "method": "ωB97M-V/def2-TZVPD", "homo_lumo_gap_ev": 7.91, "e_lumo_ev": -5.12, "max_force_ev_per_a": 4.19, "energy_ha": -2826.75050, "charge": 1, "elements": ["C", "C", "O", "C", "C", "C", "C", "N", "C", "H", "H", "H", "H", "H", "H", "H", "H", "H", "H", "H", "H", "H", "H", "C", "C", "O", "C", "O", "C", "F", "F", "F", "H", "H", "H", "H", "H", "C", "C", "O", "C", "O", "C", "F", "F", "F", "H", "H", "H", "H", "H", "C", "C", "O", "C", "O", "C", "F", "F", "F", "H", "H", "H", "H", "H", "C", "C", "O", "C", "O", "C", "F", "F", "F", "H", "H", "H", "H", "H"], "positions_angstrom": [[3.87, 0.79, -1.23], [3.18, -0.63, -1.77], [4.31, -1.62, -1.75], [2.00, -1.16, -0.77], [0.53, -1.34, -1.45], [-0.55, -0.73, -0.38], [-0.26, 0.88, -0.73], [0.06, 0.95, -2.09], [0.08, -0.42, -2.74], [3.33, 1.74, -1.70], [5.03, 0.85, -1.48], [3.79, 0.78, -0.05], [2.87, -0.47, -2.89], [5.07, -1.25, -2.31], [1.96, -0.52, 0.23], [2.34, -2.25, -0.41], [0.44, -2.46, -1.80], [-0.38, -0.86, 0.77], [-1.61, -1.05, -0.80], [-0.31, 1.81, -0.02], [0.27, 1.85, -2.60], [0.65, -0.56, -3.76], [-1.06, -0.66, -2.95], [9.93, 1.75, -1.22], [10.28, 1.73, -2.69], [9.48, 0.77, -3.40], [8.21, 1.17, -3.72], [7.74, 2.27, -3.43], [7.48, 0.08, -4.50], [7.62, -1.15, -3.94], [7.93, -0.02, -5.78], [6.13, 0.30, -4.59], [10.00, 0.75, -0.79], [10.59, 2.42, -0.67], [8.90, 2.08, -1.07], [11.33, 1.42, -2.81], [10.19, 2.72, -3.15], [-3.56, -2.71, -4.08], [-4.72, -1.98, -3.44], [-5.75, -2.90, -3.05], [-5.54, -3.58, -1.88], [-4.53, -3.44, -1.18], [-6.72, -4.49, -1.55], [-7.13, -5.22, -2.63], [-7.81, -3.78, -1.13], [-6.45, -5.39, -0.57], [-3.91, -3.33, -4.92], [-2.81, -2.01, -4.45], [-3.08, -3.39, -3.37], [-5.17, -1.30, -4.17], [-4.40, -1.37, -2.59], [-5.20, -2.81, 1.96], [-5.07, -2.74, 3.47], [-3.69, -2.57, 3.85], [-3.20, -1.29, 3.75], [-3.86, -0.33, 3.35], [-1.75, -1.23, 4.22], [-0.99, -2.24, 3.71], [-1.65, -1.34, 5.58], [-1.12, -0.07, 3.88], [-4.55, -3.59, 1.55], [-6.24, -3.02, 1.67], [-4.90, -1.87, 1.49], [-5.40, -3.69, 3.91], [-5.69, -1.95, 3.90], [-3.02, 2.59, 4.21], [-1.90, 3.30, 4.96], [-1.88, 4.70, 4.64], [-2.81, 5.48, 5.29], [-3.63, 5.04, 6.10], [-2.65, 6.94, 4.90], [-2.52, 7.12, 3.55], [-1.54, 7.51, 5.46], [-3.70, 7.72, 5.28], [-2.94, 2.78, 3.14], [-2.99, 1.52, 4.40], [-4.00, 2.97, 4.52], [-0.94, 2.89, 4.65], [-1.98, 3.15, 6.05]]}